A molecular structure, C13H21BN6OPt at a distorted geometry, computed with ωB97M-V/def2-TZVPD.

CARTESIAN COORDINATES (ANGSTROEM)
C 2.705 -0.830 0.121
N 1.416 -0.919 -0.318
N 1.369 -0.289 -1.553
C 2.634 -0.032 -1.960
C 3.488 -0.315 -0.913
B 0.152 0.066 -2.445
N -0.711 -1.213 -2.136
N -0.827 -2.034 -1.015
C -1.702 -3.035 -1.286
C -2.002 -2.951 -2.648
C -1.337 -1.837 -3.154
Pt -0.111 -1.897 0.861
N -0.476 1.570 -2.272
N -1.013 1.956 -1.059
C -1.226 3.266 -1.058
C -0.934 3.777 -2.353
C -0.481 2.667 -3.094
H -1.545 3.771 -0.153
H -0.196 2.621 -4.143
H -1.052 4.801 -2.664
H 0.446 0.061 -3.624
H -1.283 -1.396 -4.138
H 2.850 0.281 -2.968
H -2.631 -3.599 -3.206
H 4.553 -0.206 -0.952
H -2.025 -3.716 -0.499
H 2.990 -1.077 1.136
H -1.760 -0.988 0.911
C -1.905 -1.757 1.709
H -2.796 -2.329 1.408
H -1.064 -2.591 1.901
H -1.966 -1.190 2.644
C 1.800 0.816 3.658
C 0.443 0.207 3.316
C -0.553 1.346 3.559
O 0.535 -0.332 2.004
H 1.920 1.812 3.193
H 2.635 0.185 3.337
H 1.851 0.954 4.747
H 0.192 -0.560 4.086
H -0.213 2.321 3.162
H -1.567 1.146 3.203
H -0.604 1.469 4.655

As for the multiplicity: 5. The largest force on an atom comes out at 9.271 eV/A. The total charge is +4. Its HOMO energy (spin up / spin down) is -23.4 / -23.2 eV. For the LUMO energy (spin up / spin down), the calculation gives -14.74 / -17.85 eV. Its expectation value of S² is 6.0474.

And the natural (NBO) charges, in e, turn out to be: C 0.049; N -0.229; N -0.304; C 0.188; C 0.027; B 0.545; N -0.297; N -0.239; C 0.039; C 0.027; C 0.203; Pt 1.090; N -0.362; N -0.137; C -0.042; C -0.001; C 0.198; H 0.286; H 0.283; H 0.302; H 0.032; H 0.304; H 0.302; H 0.310; H 0.311; H 0.300; H 0.296; H 0.255; C -0.828; H 0.307; H 0.250; H 0.307; C -0.588; C 0.044; C -0.599; O -0.406; H 0.240; H 0.225; H 0.303; H 0.234; H 0.244; H 0.236; H 0.295